No. 1
11 unconnected molecules or ions with the total composition C44H115N5O14. Source: OMol25; level of theory: wB97M-V/def2-TZVPD.

The geometry in XYZ format:
```
178
Properties=species:S:1:pos:R:3
O 6.694 3.637 -0.080
O 0.868 5.056 -3.844
O -1.562 0.184 0.233
O -3.006 -5.238 -5.443
O -8.051 0.086 -3.050
O -2.411 -1.382 -3.435
O 2.200 -1.817 -1.729
O 2.659 -3.315 3.349
O 6.140 -0.934 1.640
O 0.689 -0.520 6.033
O 0.991 5.477 2.662
O 3.106 1.035 1.706
O -3.302 4.028 -0.717
O -4.018 -5.444 -0.041
N 1.655 -1.476 1.181
N 6.936 1.736 2.206
N 2.044 1.525 4.597
N -4.273 5.199 -4.043
N -3.393 -4.041 -2.657
C 0.235 -1.182 1.263
C -3.126 -1.602 -2.214
C -4.161 -4.928 -4.724
C -0.130 -0.987 2.695
C 1.116 2.616 -3.818
C 3.257 2.210 2.536
C -6.356 0.785 -1.600
C -4.166 4.251 -2.954
C -4.156 -2.787 -2.350
C -3.188 -6.026 2.213
C 1.746 -2.794 -3.864
C -4.073 -5.089 -3.238
C -3.053 -3.615 1.250
C 0.949 0.707 6.654
C 3.485 -5.215 1.935
C -0.156 -0.063 0.283
C 5.100 -1.884 1.695
C -6.000 -0.207 -3.986
C 5.479 4.270 -0.407
C 0.988 3.898 -2.985
C -1.749 1.462 -0.251
C -3.066 4.701 -1.946
C -1.130 4.524 2.853
C 2.485 -4.724 3.017
C -2.447 -6.541 -5.350
C 7.168 3.993 1.182
C -1.444 -0.283 -3.504
C 2.289 4.095 -2.152
C -2.982 -5.087 0.924
C 2.007 2.429 3.432
C -0.273 5.564 2.130
C 1.720 -2.987 -2.318
C 7.849 2.706 1.644
C -3.813 2.926 -3.644
C 0.295 -3.366 -1.849
C 7.633 0.479 2.663
C 0.581 -1.675 6.853
C -6.784 -0.250 -2.655
C -4.261 4.574 0.139
C 0.952 1.770 5.555
C 0.946 -4.873 2.693
C 3.832 1.010 0.543
C -0.124 5.311 0.645
C 6.478 -0.506 2.958
H -6.729 -1.222 -2.164
H -3.945 5.494 0.632
H 4.857 1.315 0.749
H 4.718 4.023 0.334
H 6.833 -1.318 3.592
H 0.270 -4.648 3.517
H 4.540 -5.324 2.186
H -3.389 -7.059 1.928
H 8.131 0.100 1.770
H 0.901 5.546 3.615
H 2.123 0.539 4.393
H -3.200 -7.212 -5.764
H 3.712 0.041 0.058
H -1.274 1.837 -1.158
H 0.960 1.677 -3.286
H -1.098 4.715 3.926
H -8.052 0.958 -3.451
H 1.954 -2.204 1.813
H -5.440 0.459 -1.106
H 4.251 -1.434 2.209
H 1.738 5.325 -4.146
H 0.019 1.804 4.993
H -3.661 -0.711 -1.885
H 0.165 -2.493 6.265
H -0.653 3.546 2.788
H 2.054 2.571 -4.371
H -4.450 -3.911 -4.988
H -2.059 4.527 -2.326
H 2.456 3.173 -1.595
H 4.812 -2.127 0.672
H 0.109 3.782 -2.352
H 5.350 -2.814 2.207
H -1.104 5.184 0.184
H -1.630 2.238 0.504
H 0.481 -3.931 -0.936
H -2.015 -5.281 0.460
H 0.282 2.517 -4.512
H 3.286 3.080 1.881
H -4.578 2.599 -4.348
H 5.149 4.022 -1.416
H 6.421 4.298 1.915
H 0.579 -4.240 1.885
H 1.082 2.786 5.929
H 0.420 4.398 0.403
H -0.185 -4.041 -2.557
H -2.720 -3.691 -3.325
H 3.196 4.228 -2.742
H -2.153 -3.318 1.787
H 8.587 3.042 2.373
H -4.294 6.100 -3.587
H -7.072 0.788 -0.778
H -1.133 -0.140 -4.539
H 0.368 0.850 0.566
H -3.619 -6.059 -3.035
H -1.176 -0.684 2.740
H 8.311 2.302 0.744
H 5.641 0.048 3.383
H -2.334 -5.940 2.884
H -3.101 5.777 -1.772
H 1.545 -3.736 -4.373
H -4.972 -0.562 -3.908
H 8.302 0.704 3.492
H -3.912 -3.325 1.855
H 0.412 -0.126 3.086
H 1.879 0.634 7.217
H 4.218 2.212 3.050
H -0.264 -2.479 -1.550
H -2.138 4.336 2.482
H -5.081 -5.129 -2.826
H 2.377 -3.821 -2.073
H 7.831 4.847 1.044
H 5.530 5.357 -0.467
H 0.440 6.151 0.240
H 3.133 -6.136 1.470
H -3.744 -5.110 -0.898
H 1.062 2.247 2.920
H -0.035 -1.534 7.741
H 2.201 4.932 -1.458
H -0.712 6.553 2.260
H 6.205 1.511 1.545
H 0.136 -0.340 -0.730
H -5.264 4.653 -0.282
H -1.844 0.615 -3.034
H -4.863 -2.903 -1.528
H -5.132 4.181 -2.455
H 2.667 -5.237 3.962
H -2.988 -3.023 0.337
H 1.553 -1.995 7.228
H 2.049 3.463 3.775
H 3.389 -3.165 3.955
H -5.951 0.795 -4.415
H -0.304 -2.060 0.908
H 2.210 -0.683 1.471
H 0.183 0.930 7.397
H -4.795 -2.503 -3.186
H -1.568 -6.654 -5.985
H -4.133 -5.796 2.705
H -4.382 3.806 0.903
H 3.484 1.716 -0.211
H -0.519 -0.628 -3.041
H -0.004 -1.889 3.293
H 2.247 -2.043 -0.797
H 0.836 -5.925 2.427
H -2.378 -1.760 -1.438
H 3.515 -4.466 1.144
H 2.685 -2.448 -4.296
H -2.139 -6.790 -4.335
H 0.957 -2.140 -4.235
H -2.903 2.987 -4.241
H -6.311 1.834 -1.894
H -3.674 2.156 -2.885
H -2.815 1.493 -0.476
H -4.970 -5.531 -5.136
H -3.462 5.347 -4.627
H -6.401 -0.814 -4.798
```

Properties
ΔE to the lowest compared entry with this formula, charge and spin ... 0.000 eV
E ... -3071.97756 hartree
Spin multiplicity ... 2
Charge ... +1
Gap between HOMO and LUMO (alpha / beta) ... 7.638 / 2.652 eV


No. 2
2 unconnected molecules or ions with the total composition C20H29N3O7. Source: OMol25; level of theory: wB97M-V/def2-TZVPD.

The geometry in XYZ format:
```
59
Properties=species:S:1:pos:R:3
O 2.733 0.725 0.955
O -1.156 2.771 -1.069
O 4.571 1.318 2.543
O -5.712 1.789 -1.909
O 6.377 -2.139 -0.767
O 7.708 -0.467 -1.436
O -2.581 0.884 -0.257
N 0.572 -1.686 -3.070
N 0.029 0.850 -0.140
N -7.539 1.948 -0.302
C -10.195 -1.479 -0.149
C -9.437 -0.713 2.456
C -5.010 0.914 0.392
C 8.915 0.312 -1.342
C 8.661 -2.332 -0.152
C -3.580 1.781 0.345
C -1.294 1.556 -0.497
C 9.953 -0.174 -2.335
C 0.056 -0.568 -0.671
C 1.740 1.411 1.809
C 7.493 -1.629 -0.781
C 0.461 -0.564 -2.286
C -8.377 0.789 0.192
C -6.118 1.550 -0.636
C -8.500 0.507 1.836
C 4.705 -1.034 1.421
C -10.332 -1.738 1.494
C 3.977 0.434 1.695
C -9.253 -0.242 -0.763
C 0.249 0.887 1.370
H 10.250 -1.207 -2.132
H -7.900 1.204 2.570
H -3.691 2.791 -0.269
H -0.969 -1.157 -0.506
H -8.011 2.428 -1.116
H -4.752 -0.185 0.078
H 3.873 -1.869 1.358
H 9.292 0.334 -0.314
H 9.082 -3.043 -0.869
H 5.475 -1.321 2.273
H -3.244 1.989 1.471
H -11.006 -2.574 1.965
H -0.536 1.667 1.790
H -9.261 -0.133 -1.928
H 8.307 -2.875 0.728
H 9.441 -1.659 0.200
H 10.846 0.456 -2.298
H 8.638 1.343 -1.589
H 0.676 0.489 -2.773
H -5.448 0.931 1.479
H 9.548 -0.154 -3.351
H 1.788 2.559 1.567
H 5.247 -0.964 0.370
H 0.873 -1.230 -0.107
H -10.824 -2.196 -0.831
H -0.020 -0.184 1.769
H -9.526 -0.875 3.612
H 1.888 1.192 2.970
H 0.844 -1.420 -4.062
```

Properties
E ... -1469.84032 hartree
SMILES ... [H]/N=C/CN(CCOC(C)=O)C(=O)OCCC(=O)Nc1ccccc1.CCOC(C)=O
Gap between HOMO and LUMO ... 8.563 eV


Question: Among the records above, which one has the lowest E?
Answer: C44H115N5O14


Question: The lowest E belongs to which entry?
Answer: C44H115N5O14